Molecular formula: C31H33AuF5N3O3PSTe
Method: DFT, wB97M-V/def2-TZVPD

Output
Orbital gap (spin up / spin down) in eV: 8.375 / 5.226
E_HOMO (spin up / spin down) in eV: -13.15 / -13.15
Expectation value of S²: 0.77

```
! RIJCOSX wB97M-V def2-TZVPD def2/J DEFGRID3
* xyz 2 2
Au -1.899 1.366 -0.736
F -6.311 5.795 -4.187
C -5.730 4.750 -3.659
C -4.439 4.865 -3.146
F -3.816 6.026 -3.203
C -3.825 3.767 -2.589
F -2.597 3.914 -2.125
C -4.476 2.516 -2.517
S -3.818 1.087 -1.860
C -5.781 2.443 -3.059
F -6.431 1.287 -3.022
C -6.405 3.530 -3.616
F -7.627 3.439 -4.105
N -2.538 -1.772 2.023
C -3.777 -1.822 1.165
P -3.114 -2.571 -0.394
O -2.902 -4.028 -0.104
O -2.024 -1.616 -0.712
C -4.429 -2.626 -1.694
N -4.946 -4.039 -1.696
H -2.688 -1.321 2.926
H -1.808 -1.263 1.496
H -2.182 -2.719 2.182
H -4.100 -0.792 1.020
H -4.541 -2.400 1.679
H -3.919 -2.453 -2.642
H -5.243 -1.911 -1.603
H -4.194 -4.582 -1.196
H -5.113 -4.404 -2.633
H -5.808 -4.139 -1.162
C 7.525 -2.924 -0.136
C 6.195 -2.228 -0.175
C 5.196 -2.635 -1.047
C 3.963 -2.000 -1.103
C 2.972 -2.480 -2.143
C 3.728 -0.929 -0.219
Te 1.693 -0.338 -0.277
N -0.189 1.196 0.287
C 0.731 2.061 0.273
O 1.994 1.562 0.144
C 0.692 3.522 0.480
C 1.838 4.293 0.293
C 1.788 5.664 0.493
C 0.601 6.266 0.883
C -0.541 5.497 1.079
C -0.497 4.130 0.879
C 1.288 -1.056 1.662
C 1.554 -0.240 2.754
C 1.317 -0.714 4.034
C 0.822 -1.999 4.213
C 0.562 -2.803 3.116
C 0.787 -2.352 1.813
C 0.564 -3.288 0.653
C 4.729 -0.467 0.651
C 4.597 0.702 1.588
C 5.946 -1.138 0.649
H 7.561 -3.756 -0.836
H 7.728 -3.308 0.865
H 8.329 -2.231 -0.387
H 5.387 -3.461 -1.722
H 3.428 -3.261 -2.746
H 2.676 -1.677 -2.822
H 2.063 -2.904 -1.710
H 2.761 3.823 -0.015
H 2.676 6.262 0.344
H 0.565 7.335 1.041
H -1.462 5.967 1.398
H -1.377 3.523 1.050
H 1.920 0.768 2.616
H 1.518 -0.081 4.888
H 0.649 -2.380 5.211
H 0.198 -3.815 3.264
H -0.264 -3.974 0.833
H 1.447 -3.914 0.497
H 0.343 -2.764 -0.276
H 3.766 1.351 1.348
H 5.505 1.304 1.553
H 4.482 0.352 2.617
H 6.729 -0.789 1.313
*
```

***

Molecular formula: C31H33BF6MnN12O5S2
Method: DFT, wB97M-V/def2-TZVPD

Output
Orbital gap (spin up / spin down) in eV: 6.502 / 4.577
E_HOMO (spin up / spin down) in eV: -13.37 / -13.37
Expectation value of S²: 8.82

```
! RIJCOSX wB97M-V def2-TZVPD def2/J DEFGRID3
* xyz 2 6
Mn -0.420 1.666 1.277
C 3.053 1.173 1.219
C 2.155 -0.011 1.354
C 2.518 -1.351 1.459
C 1.333 -2.053 1.602
N 0.317 -1.186 1.549
N 0.813 0.069 1.376
B -1.222 -1.272 1.718
N -1.889 -0.723 0.423
C -2.545 -1.375 -0.552
C -3.032 -0.449 -1.448
C -2.614 0.794 -0.956
C -2.884 2.158 -1.496
N -1.913 0.608 0.162
N -1.597 -0.283 2.879
C -2.249 -0.579 4.005
C -2.609 0.595 4.635
C -2.144 1.627 3.827
C -2.411 3.081 4.011
N -1.508 1.076 2.770
N -1.736 -2.640 2.038
C -3.042 -3.036 2.094
C -3.088 -4.232 2.747
C -1.742 -4.511 3.099
C -1.206 -5.694 3.833
N -0.947 -3.542 2.688
H 3.558 1.373 2.164
H 3.821 0.980 0.469
H 2.518 2.080 0.945
H 3.517 -1.752 1.488
H 1.132 -3.095 1.775
H -2.641 -2.447 -0.526
H -3.644 -0.637 -2.314
H -2.346 2.335 -2.429
H -3.947 2.272 -1.705
H -2.604 2.925 -0.774
H -2.431 -1.608 4.274
H -3.162 0.704 5.551
H -3.050 3.208 4.882
H -1.505 3.656 4.170
H -2.926 3.489 3.143
H -3.837 -2.433 1.684
H -3.961 -4.830 2.948
H -1.435 -6.619 3.303
H -0.127 -5.611 3.944
H -1.652 -5.769 4.825
F 0.054 2.744 5.749
C 1.303 3.168 5.567
F 1.478 4.322 6.182
F 2.148 2.262 6.034
S 1.648 3.360 3.762
O 1.153 2.152 3.117
O 3.030 3.669 3.644
N 0.651 4.564 3.403
S 0.225 4.634 1.924
O 1.269 4.713 0.945
O -0.830 3.625 1.547
C -0.742 6.203 1.884
F 0.061 7.214 2.128
F -1.723 6.160 2.769
F -1.250 6.304 0.656
C 0.870 -5.651 -7.030
C 1.479 -4.449 -6.410
C 0.673 -3.395 -5.908
C 1.222 -2.276 -5.359
C 2.643 -2.158 -5.286
N 3.266 -1.087 -4.773
C 2.756 0.174 -4.283
O 3.284 1.180 -4.659
N 1.736 0.073 -3.386
C 1.205 1.211 -2.721
C 1.034 2.438 -3.359
C 0.486 3.469 -2.627
C 0.134 3.265 -1.303
N 0.324 2.097 -0.683
C 0.834 1.082 -1.400
C 3.462 -3.210 -5.806
C 2.891 -4.318 -6.343
H -0.192 -5.734 -6.813
H 1.384 -6.558 -6.709
H 0.991 -5.595 -8.118
H -0.403 -3.481 -5.981
H 0.590 -1.468 -5.019
H 4.263 -1.009 -4.950
H 1.591 -0.821 -2.941
H 1.317 2.579 -4.391
H 0.319 4.440 -3.069
H -0.313 4.060 -0.734
H 0.956 0.137 -0.888
H 4.540 -3.109 -5.757
H 3.515 -5.113 -6.730
*
```

***

Molecular formula: C31H33Cl3N5O3S6Si2Tm
Method: DFT, wB97M-V/def2-TZVPD

Output
Orbital gap (spin up / spin down) in eV: 5.198 / 5.197
E_HOMO (spin up / spin down) in eV: -1.46 / -1.46
Expectation value of S²: 2.00

```
! RIJCOSX wB97M-V def2-TZVPD def2/J DEFGRID3
* xyz -2 3
Tm -1.141 0.010 -0.649
Cl -0.940 2.420 -7.861
C -0.956 2.251 -6.137
C -0.877 0.985 -5.579
C -0.872 0.881 -4.206
Cl -0.730 -0.652 -3.405
C -0.999 1.987 -3.312
O -1.073 1.840 -2.060
C -1.053 3.245 -3.978
Cl -1.145 4.641 -2.988
C -1.033 3.387 -5.347
H -0.836 0.108 -6.206
H -1.091 4.370 -5.789
N 7.247 1.052 -3.525
C 6.010 1.138 -2.887
C 4.881 1.579 -3.575
C 3.677 1.746 -2.910
C 3.595 1.472 -1.559
C 4.706 1.034 -0.864
C 5.902 0.852 -1.525
S 2.045 1.709 -0.678
O 1.359 2.791 -1.326
O 2.369 1.919 0.712
N 1.131 0.378 -0.868
C 1.612 -0.845 -0.829
N 0.657 -1.825 -0.843
C 1.066 -3.077 -0.879
C 2.411 -3.421 -0.873
C 3.304 -2.365 -0.824
N 2.932 -1.104 -0.814
H 7.212 0.973 -4.530
H 7.914 0.429 -3.095
H 4.959 1.793 -4.632
H 2.797 2.098 -3.428
H 4.606 0.833 0.191
H 6.770 0.488 -0.994
H 0.282 -3.825 -0.922
H 2.739 -4.445 -0.913
H 4.380 -2.520 -0.799
C -4.078 0.050 2.040
Si -2.701 -1.098 2.701
C -3.044 -2.935 2.290
C -3.069 -1.074 4.605
C -1.029 -0.443 2.098
C -1.022 1.026 2.193
C -0.777 1.767 3.363
C -0.793 3.143 3.334
C -1.041 3.794 2.128
C -1.292 3.015 1.015
N -1.303 1.686 1.044
Si 0.421 -1.243 2.980
C 0.541 -3.090 2.473
C 0.476 -1.325 4.915
C 2.112 -0.437 2.619
H -5.042 -0.452 2.007
H -3.844 0.403 1.036
H -4.178 0.929 2.673
H -4.101 -3.155 2.415
H -2.496 -3.604 2.946
H -2.781 -3.182 1.268
H -4.104 -1.343 4.796
H -2.906 -0.093 5.039
H -2.454 -1.778 5.156
H -0.606 1.228 4.281
H -0.620 3.711 4.242
H -1.037 4.873 2.061
H -1.489 3.459 0.046
H 0.148 -3.742 3.246
H 1.574 -3.375 2.294
H -0.016 -3.284 1.564
H -0.338 -1.921 5.312
H 0.414 -0.345 5.380
H 1.404 -1.776 5.254
H 2.345 -0.492 1.562
H 2.921 -0.918 3.165
H 2.110 0.614 2.884
S -8.354 -2.687 -0.464
C -6.807 -2.154 -0.690
S -5.410 -3.179 -0.638
C -4.199 -1.957 -1.012
C -4.668 -0.693 -1.198
S -3.722 0.682 -1.609
S -6.408 -0.494 -1.004
S -2.551 -2.444 -1.099
*
```

***

Molecular formula: C31H33ClN6OPb
Method: DFT, wB97M-V/def2-TZVPD

Output
Orbital gap (spin up / spin down) in eV: 6.428 / 2.896
E_HOMO (spin up / spin down) in eV: -18.48 / -18.20

```
! RIJCOSX wB97M-V def2-TZVPD def2/J DEFGRID3
* xyz 4 1
Pb -1.135 -1.760 -3.472
C -0.316 2.822 -3.955
C 0.732 2.906 -4.854
C 1.352 1.735 -5.273
C 0.918 0.510 -4.766
N -0.119 0.444 -3.904
C -0.718 1.562 -3.516
C 1.559 -0.762 -5.121
C 2.745 -0.808 -5.898
C 3.335 -2.028 -6.169
C 2.743 -3.180 -5.681
C 1.553 -3.081 -4.918
N 0.998 -1.883 -4.654
C 0.905 -4.260 -4.365
C 1.304 -5.566 -4.702
C 0.660 -6.647 -4.120
C -0.364 -6.415 -3.219
C -0.719 -5.083 -2.943
N -0.110 -4.049 -3.497
H -0.833 3.709 -3.613
H 1.068 3.863 -5.230
H 2.151 1.796 -5.998
H -1.557 1.449 -2.839
H 3.201 0.095 -6.277
H 4.251 -2.080 -6.742
H 3.200 -4.138 -5.885
H 2.093 -5.742 -5.419
H 0.963 -7.658 -4.364
H -0.898 -7.227 -2.744
H -1.526 -4.864 -2.251
C 2.635 1.523 2.310
C 1.199 1.741 2.837
C 0.409 2.446 1.728
C 1.255 2.651 4.065
C 0.607 0.324 3.249
O 1.486 -0.324 4.133
C -0.743 0.395 4.047
C -2.009 1.105 3.541
C -2.661 2.052 4.485
C -3.455 3.114 3.965
C -4.139 3.959 4.784
C -4.059 3.779 6.194
Cl -4.917 4.780 7.212
C -3.259 2.733 6.732
C -2.581 1.899 5.893
C 0.687 -0.741 2.112
N -0.196 -0.821 0.952
C 0.203 -0.973 -0.309
N -0.840 -1.304 -1.070
C -1.887 -1.315 -0.186
N -1.518 -1.049 1.037
H 3.173 2.470 2.357
H 2.641 1.204 1.265
H 3.182 0.797 2.906
H 1.057 3.204 1.282
H -0.461 2.983 2.107
H 0.109 1.767 0.927
H 1.733 3.591 3.788
H 1.863 2.236 4.870
H 0.264 2.896 4.451
H 1.709 0.221 4.891
H -0.463 0.837 5.002
H -0.966 -0.652 4.258
H -2.768 0.336 3.341
H -1.878 1.581 2.573
H -3.517 3.252 2.893
H -4.741 4.763 4.382
H -3.207 2.600 7.805
H -2.005 1.090 6.321
H 0.610 -1.695 2.637
H 1.696 -0.689 1.709
H 1.223 -0.868 -0.642
H -2.906 -1.557 -0.447
*
```

***

Molecular formula: C31H33F6Ge2NO5S3Tc
Method: DFT, wB97M-V/def2-TZVPD

Output
Orbital gap (spin up / spin down) in eV: 5.665 / 5.680
E_HOMO (spin up / spin down) in eV: -15.66 / -15.66

```
! RIJCOSX wB97M-V def2-TZVPD def2/J DEFGRID3
* xyz 3 1
Tc -0.142 0.083 -0.214
F -4.895 0.939 0.583
C -4.013 1.842 0.226
F -3.520 2.465 1.281
F -4.500 2.690 -0.641
S -2.605 0.941 -0.614
O -1.457 1.866 -0.612
O -3.043 0.351 -1.823
N -2.029 -0.135 0.547
S -1.923 -1.784 0.739
O -2.248 -2.187 2.048
O -0.528 -1.996 0.271
C -3.090 -2.639 -0.477
F -2.492 -2.701 -1.650
F -4.183 -1.910 -0.538
F -3.329 -3.826 0.003
O 0.619 -0.284 -1.907
S 1.837 -1.290 -2.229
C 1.021 -2.730 -2.972
C 0.344 -2.532 -4.291
C 0.872 -3.165 -5.413
C 0.245 -3.036 -6.645
C -0.907 -2.271 -6.757
C -1.438 -1.641 -5.638
C -0.819 -1.774 -4.406
C 2.687 -0.452 -3.627
C 1.889 0.594 -4.347
C 1.671 1.836 -3.754
C 0.985 2.824 -4.439
C 0.522 2.580 -5.728
C 0.752 1.351 -6.327
C 1.429 0.356 -5.637
H 0.360 -3.074 -2.171
H 1.846 -3.447 -3.041
H 1.762 -3.778 -5.326
H 0.650 -3.541 -7.511
H -1.401 -2.178 -7.715
H -2.342 -1.053 -5.726
H -1.247 -1.285 -3.539
H 2.963 -1.283 -4.281
H 3.587 -0.050 -3.158
H 2.068 2.037 -2.766
H 0.829 3.793 -3.984
H 0.000 3.357 -6.271
H 0.411 1.165 -7.336
H 1.604 -0.602 -6.110
C -0.714 3.187 4.799
Ge 0.599 4.266 3.920
C 0.113 5.179 2.309
C 2.304 4.556 4.726
Ge 1.949 0.284 0.939
C 3.416 1.115 0.044
C 3.321 2.421 -0.448
C 4.403 2.992 -1.101
C 5.561 2.249 -1.296
C 5.656 0.945 -0.821
C 4.593 0.378 -0.136
C 2.248 -0.611 2.604
C 2.410 0.101 3.794
C 2.622 -0.580 4.982
C 2.681 -1.968 4.984
C 2.522 -2.680 3.802
C 2.291 -2.006 2.611
H -1.693 3.662 4.720
H -0.450 3.033 5.843
H -0.775 2.211 4.309
H -0.744 5.819 2.542
H -0.222 4.468 1.550
H 0.927 5.789 1.927
H 2.168 5.415 5.397
H 3.066 4.825 3.996
H 2.616 3.711 5.337
H 2.405 2.992 -0.334
H 4.342 4.007 -1.470
H 6.401 2.692 -1.816
H 6.568 0.380 -0.966
H 4.693 -0.621 0.274
H 2.409 1.188 3.798
H 2.757 -0.034 5.907
H 2.856 -2.498 5.910
H 2.574 -3.760 3.809
H 2.147 -2.577 1.700
*
```

***

Molecular formula: C31H33GeN7NiO6
Method: DFT, wB97M-V/def2-TZVPD

Output
Orbital gap (spin up / spin down) in eV: 7.895 / 7.797
E_HOMO (spin up / spin down) in eV: -14.21 / -14.22
Expectation value of S²: 2.00

```
! RIJCOSX wB97M-V def2-TZVPD def2/J DEFGRID3
* xyz 2 3
Ni 0.749 -0.863 -1.421
O 1.487 -4.857 0.912
C 1.380 -3.744 0.264
O 1.334 -2.636 0.833
C 1.397 -3.913 -1.213
C 1.832 -5.115 -1.750
C 1.960 -5.237 -3.126
C 1.705 -4.145 -3.920
C 1.305 -2.958 -3.316
N 1.111 -2.842 -2.004
C 1.240 -1.625 -4.091
O 1.146 -1.647 -5.295
O 1.329 -0.623 -3.308
H 1.568 -4.765 1.877
H 2.095 -5.930 -1.092
H 2.294 -6.166 -3.568
H 1.825 -4.170 -4.994
C -2.579 3.513 0.387
C -1.612 4.024 1.460
C -1.867 3.365 2.819
C -0.148 3.886 1.004
N 0.224 2.545 0.549
C 1.140 2.221 -0.374
N 1.145 0.915 -0.499
N 0.218 0.460 0.362
N -0.328 1.427 0.990
H -3.597 3.797 0.653
H -2.550 2.425 0.312
H -2.355 3.945 -0.590
H -1.774 5.099 1.568
H -1.752 2.285 2.775
H -2.886 3.577 3.141
H -1.186 3.764 3.572
H 0.518 4.153 1.828
H 0.039 4.558 0.166
H 1.758 2.919 -0.912
Ge 1.242 -2.414 3.035
C -0.676 -2.688 3.315
C -1.682 -1.800 2.943
C -2.995 -2.084 3.282
C -3.302 -3.235 3.998
C -2.300 -4.122 4.364
C -0.986 -3.852 4.019
C 2.536 -1.009 3.523
C 3.658 -0.763 2.740
C 4.549 0.232 3.118
C 4.325 0.968 4.273
C 3.217 0.699 5.066
C 2.313 -0.283 4.689
H 1.926 -3.818 3.191
H -1.449 -0.903 2.391
H -3.782 -1.397 3.001
H -4.327 -3.438 4.273
H -2.538 -5.016 4.923
H -0.201 -4.540 4.312
H 3.837 -1.333 1.836
H 5.418 0.424 2.504
H 5.027 1.736 4.568
H 3.064 1.241 5.990
H 1.440 -0.479 5.302
O 1.101 4.153 -5.137
C -0.139 4.126 -5.817
N -0.898 3.035 -5.257
C -1.523 3.152 -4.065
O -1.779 4.186 -3.486
C -1.891 1.828 -3.430
C -3.199 1.382 -3.293
C -3.423 0.185 -2.631
C -2.344 -0.494 -2.090
N -1.093 -0.042 -2.187
C -0.870 1.088 -2.862
H 1.694 4.785 -5.558
H -0.004 3.938 -6.884
H -0.698 5.050 -5.662
H -0.640 2.112 -5.571
H -4.015 1.970 -3.692
H -4.422 -0.211 -2.524
H -2.492 -1.422 -1.551
H 0.157 1.414 -2.957
*
```

***

| no. | energy (Eh) |
| --- | --- |
| 1 | -3233.1315 |
| 2 | -4805.4502 |
| 3 | -7134.8548 |
| 4 | -2256.4682 |
| 5 | -7659.2914 |
| 6 | -5620.5727 |